Model A:
Molecular formula: C3H12O3
Method: DFT, wB97M-V/def2-TZVPD

Results
E_LUMO ... 0.654 eV
SMILES ... CC(C)O.O.O
Net charge ... 0
HOMO ... -10.804 eV

Atoms and positions in Å:
O  -1.72833  -0.67840  0.03902
O  3.06958  2.77058  0.70656
O  -1.37231  -3.17956  -1.30964
C  -0.03320  0.17673  1.43249
C  0.26934  0.26046  -1.05142
C  -0.72239  0.37083  0.10814
H  -1.27340  1.30852  0.10832
H  1.24663  -0.06495  -0.68333
H  -1.22870  -2.53475  -0.60148
H  -0.06538  -0.48809  -1.75547
H  0.25903  -0.87047  1.50963
H  3.07002  2.34846  -0.15593
H  0.86169  0.78867  1.46600
H  -0.65443  0.40453  2.29561
H  2.28203  2.48422  1.17236
H  0.36476  1.20914  -1.59138
H  -2.29874  -0.53484  -0.72847
H  -2.04619  -3.77108  -0.96102

***

Model B:
Molecular formula: C3H12O3
Method: DFT, wB97M-V/def2-TZVPD

Results
E_LUMO ... 0.814 eV
SMILES ... CC(C)O.O.O
Net charge ... 0
HOMO ... -10.264 eV

Atoms and positions in Å:
O  -2.34929  1.22966  -3.14099
O  -0.73893  1.73015  -0.33447
O  4.30853  -2.27591  1.19200
C  -0.73968  -0.69598  -0.50872
C  -0.17126  0.53088  0.22731
C  -0.61187  0.51862  1.69665
H  -0.31812  -0.39342  2.22950
H  -0.47719  -1.55728  0.12170
H  -1.95728  1.62816  -3.93060
H  -0.19294  1.36703  2.23511
H  4.91527  -1.60096  0.99506
H  -1.80999  -0.85228  -0.38187
H  -0.27044  -0.63589  -1.48513
H  -1.70091  0.50884  1.79968
H  -1.69126  1.47706  -0.41972
H  -1.57539  1.26399  -2.55664
H  0.91236  0.49543  0.24106
H  4.46838  -2.73810  2.02005

***

Most favorable first, least favorable last: model A, model B

***

Model A:
Molecular formula: C4H10N4
Method: DFT, wB97M-V/def2-TZVPD

Results
E_LUMO ... 0.805 eV
Net charge ... 0
HOMO ... -7.434 eV

Atoms and positions in Å:
N  -1.14358  -1.16893  -0.33558
N  -1.40305  1.33640  0.40469
N  -0.73908  0.37967  -2.23022
N  1.29965  1.42572  1.41712
C  0.78360  0.33387  0.66562
C  1.75938  -0.78278  0.45525
C  -0.45884  0.36696  0.17234
C  -1.14956  -0.73397  -2.04562
H  0.65721  2.20988  1.44926
H  2.19558  1.74256  1.05695
H  -2.07492  -1.32485  0.05071
H  1.53318  -1.65909  1.06801
H  -2.27836  1.04160  0.81635
H  1.78756  -1.08794  -0.59234
H  -1.52280  2.00186  -0.34735
H  -0.56432  -1.98076  -0.12730
H  2.78204  -0.49047  0.71562
H  -1.46370  -1.60974  -2.59351

***

Model B:
Molecular formula: C4H10N4
Method: DFT, wB97M-V/def2-TZVPD

Results
E_LUMO ... 0.988 eV
SMILES ... N/N=C\CC/C=N/N
Net charge ... 0
HOMO ... -8.726 eV

Atoms and positions in Å:
N  -3.01031  0.91111  0.07800
N  1.34049  1.78340  -0.04176
N  -1.69796  0.54058  -0.23310
N  2.47119  0.97789  -0.15362
C  -0.00161  -1.09524  -0.61557
C  -1.35972  -0.69037  -0.16862
C  1.02205  -0.94161  0.48335
C  2.29085  -0.25790  0.10508
H  -2.03700  -1.48470  0.24423
H  -0.00447  -2.09516  -1.05835
H  0.48487  1.27336  -0.29062
H  0.28216  -0.40614  -1.39999
H  -3.44068  0.18209  0.69858
H  -2.91703  1.72896  0.65071
H  1.49458  2.65611  -0.55929
H  0.57816  -0.33259  1.28195
H  3.19260  -0.88026  0.02953
H  1.31184  -1.86952  0.94948

***

Model C:
Molecular formula: C4H10N4
Method: DFT, wB97M-V/def2-TZVPD

Results
E_LUMO ... 0.707 eV
Net charge ... 0
HOMO ... -6.791 eV

Atoms and positions in Å:
N  -1.61109  0.71855  1.37214
N  -1.95835  -0.61756  -0.93671
N  0.76302  0.35204  1.92274
N  1.68318  1.13852  -0.29215
C  -0.42164  0.28595  0.80217
C  0.41397  1.16469  0.14100
C  0.34100  -1.13729  -1.57332
C  -0.70543  -0.41615  -0.76096
H  0.65495  -0.49551  -2.39940
H  -2.24106  1.10122  0.67125
H  1.21780  -1.40469  -0.98201
H  0.23818  0.21802  2.77906
H  1.50496  -0.32221  1.78351
H  -0.07948  -2.03582  -2.03170
H  -2.14288  -1.25895  -1.71107
H  2.04420  1.98765  -0.70021
H  2.37613  0.40143  -0.26507
H  -2.07746  0.32011  2.18073

***

Most favorable first, least favorable last: model B, model A, model C

***

Model A:
Molecular formula: C4H10N4
Method: DFT, wB97M-V/def2-TZVPD

Results
E_LUMO ... 0.415 eV
Net charge ... 0
HOMO ... -7.810 eV

Atoms and positions in Å:
N  1.24314  -0.08324  1.20049
N  -0.75952  -0.21752  0.38183
N  2.52806  -0.05220  1.54230
N  3.46420  0.00613  0.72222
C  -1.26236  -1.38054  -0.36104
C  0.65529  0.17320  0.00053
C  -1.70008  0.91048  0.41214
C  0.90830  0.67690  -1.21459
H  -1.26544  1.71381  1.00391
H  -2.64219  0.59320  0.85878
H  -0.30430  -0.46579  1.40247
H  1.88959  1.00646  -1.50499
H  0.11796  0.80972  -1.93816
H  -1.41020  -1.11667  -1.40875
H  -1.88062  1.27428  -0.59964
H  -0.52959  -2.18313  -0.29989
H  3.15473  0.04905  -0.26580
H  -2.20696  -1.71413  0.06822

***

Model B:
Molecular formula: C4H10N4
Method: DFT, wB97M-V/def2-TZVPD

Results
E_LUMO (spin up / spin down) ... 0.459 / -0.832 eV
Net charge ... 0
HOMO (spin up / spin down) ... -8.797 / -6.928 eV

Atoms and positions in Å:
N  -0.35300  -1.72769  0.81679
N  1.63798  0.83758  0.40760
N  2.12146  -0.33818  0.70145
N  -1.87809  1.22453  -0.45046
C  -1.17493  -0.95816  0.22936
C  -0.86182  0.43796  -0.19261
C  -0.00958  0.08463  -1.71927
C  0.40811  1.15436  0.95189
H  -2.07972  1.89508  0.28593
H  -0.74458  -2.64028  1.04610
H  -0.80619  -0.36701  -2.30638
H  0.16913  0.69527  1.91726
H  1.46804  -1.07269  1.02295
H  -2.18681  -1.27094  -0.04381
H  0.82675  -0.60334  -1.62080
H  0.26734  2.22871  0.96515
H  2.90230  -0.62165  0.12414
H  0.29362  1.04182  -2.13527

***

Model C:
Molecular formula: C4H10N4
Method: DFT, wB97M-V/def2-TZVPD

Results
E_LUMO ... 0.219 eV
Net charge ... 0
HOMO ... -7.830 eV

Atoms and positions in Å:
N  1.30610  -1.23839  -0.78397
N  -1.90721  -1.66084  0.86039
N  1.72817  1.03924  -0.31063
N  0.06959  -0.03735  0.93646
C  0.94797  0.02414  -0.31397
C  -1.35302  -0.75323  0.39077
C  -1.27542  -0.04731  -1.48361
C  -0.16552  1.26070  1.62329
H  0.80843  1.69458  1.82385
H  0.62045  -1.97610  -0.76839
H  -1.56499  -0.98711  -1.95067
H  2.43886  0.96415  -1.03142
H  0.32696  -0.77560  1.59857
H  -2.17515  0.55578  -1.35533
H  -0.61285  0.50384  -2.14874
H  -0.71403  1.06527  2.54254
H  2.24944  -1.53543  -0.57915
H  -0.72779  1.90365  0.94999

***

Model D:
Molecular formula: C4H10N4
Method: DFT, wB97M-V/def2-TZVPD

Results
E_LUMO ... 0.830 eV
SMILES ... [H]/N=C(/N)[C@H](C)N.C#N
Net charge ... 0
HOMO ... -8.676 eV

Atoms and positions in Å:
N  -1.82718  0.02528  1.95003
N  1.11242  -0.84385  1.65076
N  1.46553  1.37114  1.22927
N  -0.14515  -1.31760  -1.17834
C  -0.49507  1.13221  -1.28992
C  0.78671  0.33239  1.05936
C  0.31543  -0.01725  -0.73067
C  -1.79109  -0.56484  0.94455
H  1.18382  2.23695  0.79035
H  -0.05335  2.08349  -0.99368
H  0.55343  -2.03520  -1.02507
H  -0.43312  -1.31562  -2.15202
H  1.42044  -0.75550  2.60926
H  1.35285  0.12003  -1.07277
H  -1.83343  -1.12055  0.01868
H  -1.52207  1.16270  -0.92335
H  -0.55802  1.10599  -2.38140
H  0.46786  -1.59977  1.49499

***

Most favorable first, least favorable last: model D, model A, model C, model B

***

Model A:
Molecular formula: C4H14NO2
Method: DFT, wB97M-V/def2-TZVPD

Results
E_LUMO ... -3.353 eV
Net charge ... +1
HOMO ... -13.679 eV

Atoms and positions in Å:
O  0.17955  0.73384  4.06432
O  1.49285  -1.21979  -2.36353
N  -0.82315  0.69981  1.10009
C  -0.75542  -0.88846  -0.85529
C  1.16719  0.14148  -2.09899
C  -0.36827  0.20594  -1.84535
C  -0.31141  -0.63938  0.58098
H  -0.71740  -1.43210  1.18965
H  -0.67859  0.69524  2.12323
H  2.23326  -1.27927  -2.96473
H  1.41948  0.66828  -3.01515
H  -0.69049  -0.14311  -2.80872
H  -1.81826  -1.13090  -0.93149
H  -0.21035  1.47564  0.84293
H  -0.58987  1.25494  -1.63587
H  -0.29964  1.44632  4.51190
H  0.76086  -0.57450  0.72616
H  -0.22025  -1.80642  -1.10441
H  1.74716  0.59649  -1.28159
H  0.25424  0.14459  4.82679
H  -1.77150  1.05135  0.93908

***

Model B:
Molecular formula: C4H14NO2
Method: DFT, wB97M-V/def2-TZVPD

Results
E_LUMO ... -2.901 eV
Net charge ... +1
HOMO ... -14.348 eV

Atoms and positions in Å:
O  -1.02092  3.16643  -0.02740
O  -2.32950  -1.35405  1.72621
N  -0.28175  0.47766  0.54837
C  1.18295  -1.26290  -0.51543
C  0.22085  -0.10311  -0.75943
C  2.45965  -0.95629  0.31061
C  -0.35112  0.30456  -1.87053
H  -0.52179  1.48057  0.40099
H  -0.06098  0.03334  -2.87954
H  -0.77410  3.43856  -0.91276
H  1.46317  -1.64540  -1.49356
H  -2.41290  -2.25969  1.44975
H  2.24056  -0.78667  1.35701
H  -1.94341  3.31475  0.10869
H  -2.84074  -1.21339  2.51366
H  -0.86202  1.26109  -1.95931
H  2.94060  -1.92678  0.25600
H  -1.12491  -0.04672  0.80720
H  0.42552  0.33480  1.25942
H  0.61103  -2.11228  -0.12014
H  2.97979  -0.14450  -0.19979

***

Model C:
Molecular formula: C4H14NO2
Method: DFT, wB97M-V/def2-TZVPD

Results
E_LUMO ... -3.203 eV
Net charge ... +1
HOMO ... -14.905 eV

Atoms and positions in Å:
O  -2.45926  -0.93779  1.55449
O  0.53919  -0.61225  2.19122
N  -0.53509  0.84140  0.60329
C  0.78117  0.41605  0.01745
C  0.69399  -0.01967  -1.45023
C  0.18854  1.07190  -2.39072
C  1.40140  -0.70023  1.01661
H  -1.08498  0.09331  0.61373
H  -0.55478  0.99521  1.67016
H  0.38259  -1.55112  2.55213
H  1.40219  1.35737  0.23654
H  0.19745  2.08511  -1.99501
H  -3.33600  -1.02482  0.98783
H  -1.08997  1.55054  0.04000
H  1.75314  -0.21056  -1.61096
H  -0.83372  0.81024  -2.76832
H  -2.30998  -1.82335  1.85746
H  0.27965  -0.97656  -1.74677
H  1.25495  -1.64657  0.54094
H  2.41153  -0.69399  1.34160
H  0.91799  0.97578  -3.26145

***

Model D:
Molecular formula: C4H14NO2
Method: DFT, wB97M-V/def2-TZVPD

Results
E_LUMO ... -3.358 eV
Net charge ... +1
HOMO ... -13.676 eV

Atoms and positions in Å:
O  -2.46083  -1.80222  -0.45209
O  2.21131  1.81635  -0.53629
N  0.12682  -1.63582  0.80012
C  -0.17145  0.88396  0.89967
C  0.71359  -0.37128  1.36976
C  -0.20657  1.15038  -0.72980
C  1.19636  1.20941  -1.30329
H  -0.48304  -2.04255  1.54651
H  -3.08095  -1.44448  -1.15718
H  -0.61659  2.14179  -0.66853
H  -0.56461  -1.64610  0.05780
H  0.21909  1.80483  1.31405
H  0.84437  -2.36838  0.64605
H  2.30576  2.72839  -0.97113
H  -1.30628  0.65041  1.13423
H  1.78711  -0.37021  1.11846
H  -2.96032  -2.51356  -0.22550
H  0.95267  1.60468  -2.33077
H  1.53680  0.19748  -1.55756
H  0.59500  -0.49298  2.51529
H  -0.63823  0.49988  -1.46981

***

Most favorable first, least favorable last: model B, model A, model C, model D

***

Model A:
Molecular formula: C4H14NO2
Method: DFT, wB97M-V/def2-TZVPD

Results
E_LUMO ... -2.960 eV
Net charge ... +1
HOMO ... -13.288 eV

Atoms and positions in Å:
O  -4.30732  0.25873  -0.28539
O  -1.86282  0.17766  0.98246
N  0.41008  -1.28707  0.83689
C  2.40631  2.10658  0.16417
C  0.95643  -1.39208  -0.60608
C  1.98615  -0.23090  -0.80491
C  1.50368  1.16184  -0.32155
H  1.11757  -0.91798  1.49060
H  0.63876  1.47613  -0.83193
H  -5.05164  0.85747  -0.31815
H  -4.84890  -0.55341  -0.46467
H  2.86951  -0.46661  -0.20999
H  2.24700  -0.30564  -2.00306
H  2.01806  3.12762  0.31041
H  0.11634  -1.53113  -1.36791
H  -0.43653  -0.65340  0.95882
H  -0.00779  -2.19901  1.16889
H  1.54556  -2.32713  -0.64008
H  -2.81399  -0.11575  1.06485
H  3.39566  1.87589  0.48495
H  -1.88209  0.93820  0.39166

***

Model B:
Molecular formula: C4H14NO2
Method: DFT, wB97M-V/def2-TZVPD

Results
E_LUMO ... -9.660 eV
Net charge ... +1
HOMO ... -13.550 eV

Atoms and positions in Å:
O  1.38766  -0.29670  -1.65759
O  1.04051  1.05780  0.52951
N  2.54389  -0.95549  2.12760
C  -1.94962  -0.12333  0.34822
C  -1.50475  0.16678  -1.98901
C  -0.87987  -0.50171  1.15560
C  -1.79548  0.91366  -0.63566
H  -1.05382  -1.19447  1.98296
H  1.69194  1.70721  0.85047
H  -2.67218  1.54339  -0.74935
H  -1.08176  0.92389  -2.66249
H  0.13327  -0.18012  0.93784
H  -2.36183  -0.27837  -2.48947
H  -0.85778  1.43514  -0.40811
H  -2.93452  -0.56312  0.49374
H  2.05858  -1.74647  2.52153
H  1.45100  0.20533  -0.80408
H  2.00323  -0.28257  1.61899
H  -0.75670  -0.60851  -1.91438
H  2.24870  -0.60328  -1.97081
H  3.28952  -0.61907  2.71448

***

Model C:
Molecular formula: C4H14NO2
Method: DFT, wB97M-V/def2-TZVPD

Results
E_LUMO ... -3.203 eV
Net charge ... +1
HOMO ... -13.155 eV

Atoms and positions in Å:
O  -2.18637  -1.45784  0.04760
O  -1.45914  -2.77826  -2.19157
N  0.06791  -0.73001  0.96030
C  1.10250  0.07825  0.21959
C  0.32683  2.85200  -0.14031
C  1.85018  1.19417  1.01221
C  1.42628  2.52511  0.56313
H  1.95314  3.41085  0.89725
H  -0.04101  3.87052  -0.21434
H  1.89714  -0.62445  0.03198
H  1.58031  0.86292  2.01901
H  -0.33940  2.09423  -0.56410
H  2.95986  1.06681  1.11390
H  0.20877  -0.81544  1.99229
H  0.73156  0.20801  -0.78841
H  -3.00289  -0.97660  0.16501
H  -0.74879  -3.42764  -2.15021
H  -2.02637  -1.79955  -0.85315
H  -0.19400  -1.72657  0.90876
H  -1.86461  -3.05424  -3.03238
H  -0.85171  -0.29579  1.01586

***

Most favorable first, least favorable last: model A, model C, model B

***

Model A:
Molecular formula: CH6N3S2
Method: DFT, wB97M-V/def2-TZVPD

Results
E_LUMO ... -4.280 eV
Net charge ... +1
HOMO ... -14.427 eV

Atoms and positions in Å:
S  -2.22673  0.15134  -0.25074
S  1.98927  -0.37299  -0.31186
N  0.23150  1.72007  -0.29477
N  -0.45678  -1.92882  0.18028
N  0.36690  0.33787  -0.32722
C  -0.70103  -0.43402  -0.14728
H  2.09955  -0.45534  0.95662
H  0.91008  2.29297  -0.79041
H  0.44732  -2.25259  0.51218
H  0.25261  2.12843  0.54114
H  -1.70626  1.40154  -0.19385
H  -1.20642  -2.58844  0.12590

***

Model B:
Molecular formula: CH6N3S2
Method: DFT, wB97M-V/def2-TZVPD

Results
E_LUMO (spin up / spin down) ... -6.818 / -6.812 eV
Net charge ... +1
HOMO (spin up / spin down) ... -13.151 / -13.236 eV

Atoms and positions in Å:
S  3.60026  1.13196  -0.27370
S  1.75369  -1.28807  -0.06344
N  -0.79918  -0.79155  -1.08112
N  -1.77248  0.01603  0.91799
N  0.46507  -0.71234  0.82481
C  -0.73650  -0.45424  0.22774
H  -0.01656  -1.20617  -1.47881
H  3.88409  0.34757  -1.29206
H  0.51494  -0.85077  1.89139
H  -2.72135  0.36063  0.50070
H  -1.67507  0.25957  1.88167
H  -1.62056  -0.29357  -1.47408

***

Most favorable first, least favorable last: model B, model A